# 1
The following is a DFT calculation (the ωB97M-V functional and the def2-TZVPD basis) of 2 unconnected molecules or ions with the total composition C4H8O3.

Results
energy relative to the best compared isomer or geometry (same formula, charge and spin)	5.879	eV
gap between HOMO and LUMO (alpha / beta)	6.15 / 7.50	eV
DFT total energy	-10415.1249	eV
charge	0
HOMO level (alpha / beta)	-0.2510 / -0.2732	hartree
lowest unoccupied orbital energy (alpha / beta)	-0.025 / 0.002	Eh

CARTESIAN COORDINATES (ANGSTROEM)
C 2.02974 0.23658 0.29958
O 0.62825 0.40973 0.46206
C -0.19085 -0.82691 0.20895
O 0.29998 -1.73372 -0.45144
C -1.43450 -0.58435 0.73380
C -0.50989 1.23295 -0.87098
O -2.48529 -1.43163 0.49061
H 2.40218 -0.35581 1.14286
H 2.48129 1.23104 0.32887
H 2.26656 -0.28072 -0.63356
H -1.61645 0.17340 1.48268
H 0.14837 2.09622 -0.82352
H -1.54740 1.45136 -0.65661
H -0.34682 0.56683 -1.71269
H -2.12518 -2.18496 -0.00062

Quick look at the natural (NBO) charges, all values in e: atom 1 (C): -0.26, atom 2 (O): -0.53, atom 3 (C): 0.59, atom 4 (O): -0.66, atom 5 (C): -0.05, atom 6 (C): -0.30, atom 7 (O): -0.67, atom 8 (H): 0.20, atom 9 (H): 0.19, atom 10 (H): 0.20, atom 11 (H): 0.20, atom 12 (H): 0.19, atom 13 (H): 0.21, atom 14 (H): 0.21, atom 15 (H): 0.49


# 2
The following is a DFT calculation (the ωB97M-V functional and the def2-TZVPD basis) of 15 unconnected molecules or ions with the total composition C43H79BrCl29N2O at a distorted geometry.

Results
energy relative to the best compared isomer or geometry (same formula, charge and spin)	7.890	eV
gap between HOMO and LUMO	8.24	eV
DFT total energy	-484079.0987	eV
charge	+1
HOMO level	-0.4099	hartree
lowest unoccupied orbital energy	-0.107	Eh

CARTESIAN COORDINATES (ANGSTROEM)
C 9.26147 -3.37914 2.97187
C 10.12424 -2.38551 2.03186
C 9.18539 -1.56657 1.03012
C 8.12143 -0.68190 1.87930
C 8.16820 0.87525 1.46145
C 7.36778 1.14647 0.09223
C 7.31474 2.73757 -0.20923
C 5.80550 3.23928 -0.43766
C 5.46344 4.51682 0.47141
C 4.35161 5.46470 -0.24285
C 2.85664 5.10017 0.29526
C 2.41313 6.16840 1.40922
C 0.80737 6.36844 1.46669
C 0.30464 6.27670 2.99303
C -1.31977 6.33241 3.01763
C -1.93555 5.01373 2.35517
C -3.53677 5.03291 2.55837
C -4.14268 3.80575 1.71357
C -4.62947 2.60609 2.67248
C -5.20817 1.46475 1.70620
N -5.24131 0.08298 2.32037
C -5.82695 0.12682 3.72199
Cl -7.45505 1.01100 3.75437
C -6.15021 -1.36188 4.28245
O -7.13737 -1.99341 3.44484
C -6.57709 -2.15265 2.10839
Br -5.20255 -3.58797 2.01580
C -6.10580 -0.76998 1.44642
C -5.46330 -1.02581 -0.01737
C -6.45511 -1.35708 -1.09971
C -5.96505 -1.57994 -2.53151
C -4.43450 -1.41027 -2.62486
C -3.64878 -1.11364 -1.37093
N -4.05929 -0.90263 -0.03180
H 9.93183 -4.05178 3.62084
H 8.63524 -2.76346 3.70606
H 8.58170 -4.04388 2.30848
H 10.78055 -1.69704 2.67137
H 10.82873 -3.07525 1.43251
H 8.58449 -2.27884 0.36979
H 9.79922 -0.85733 0.37987
H 8.38124 -0.72700 2.98781
H 7.09323 -1.15700 1.68663
H 9.24893 1.25538 1.34710
H 7.62186 1.48658 2.27274
H 7.95189 0.60141 -0.73422
H 6.32209 0.68973 0.22266
H 7.86278 3.28692 0.63635
H 7.89625 2.89382 -1.18345
H 5.08393 2.38729 -0.19374
H 5.63832 3.54234 -1.52416
H 5.10610 4.18527 1.50751
H 6.42727 5.11347 0.63315
H 4.44002 5.35919 -1.37286
H 4.59312 6.54062 0.06273
H 2.09757 5.04006 -0.57073
H 2.95446 4.06513 0.77026
H 2.75116 5.77647 2.43073
H 2.87369 7.20042 1.28021
H 0.60169 7.44411 1.11914
H 0.27508 5.61326 0.80115
H 0.66132 7.20978 3.54750
H 0.60404 5.29890 3.49570
H -1.70829 6.51213 4.08501
H -1.61102 7.26032 2.41375
H -1.70245 4.91005 1.23873
H -1.52583 4.06203 2.86569
H -3.93928 6.02475 2.15470
H -3.82815 4.86870 3.64507
H -3.36292 3.40545 0.97030
H -5.05005 4.12887 1.08494
H -3.73144 2.22950 3.27828
H -5.41772 2.94961 3.43297
H -4.55888 1.49900 0.75502
H -6.24304 1.82372 1.36787
H -4.29161 -0.32625 2.44763
H -5.08586 0.56954 4.48071
H -5.16133 -1.92171 4.36493
H -6.52804 -1.21015 5.35423
H -7.46052 -2.52169 1.47094
H -7.06971 -0.17673 1.23339
H -7.56424 -1.43745 -0.86428
H -6.61302 -1.83046 -3.42381
H -3.90392 -1.52111 -3.61695
H -2.50948 -1.04313 -1.51356
C -4.61884 1.38923 -5.30172
Cl -4.15833 1.12680 -6.98806
Cl -5.25076 -0.09415 -4.56887
H -3.74230 1.71322 -4.74228
H -5.38793 2.15906 -5.26076
C -6.99902 3.50142 -1.21456
Cl -6.31968 2.23425 -2.24106
Cl -8.16442 2.83666 -0.06123
H -6.19160 3.98138 -0.66563
H -7.50322 4.23320 -1.84335
C -2.26292 -2.22051 4.99936
Cl -2.92246 -1.87090 6.60113
Cl -2.01486 -0.73395 4.07234
H -1.30760 -2.72994 5.11252
H -2.96087 -2.86074 4.46139
C -3.82727 -1.31323 -9.70259
Cl -2.58877 -2.56335 -9.53439
Cl -5.17968 -1.88165 -10.68911
H -4.19790 -1.04749 -8.71355
H -3.38542 -0.43905 -10.17806
C -3.45186 -1.30492 10.31197
Cl -5.01191 -1.81391 10.96845
Cl -2.71996 -0.04183 11.30734
H -2.78348 -2.16385 10.28235
H -3.60146 -0.91905 9.30507
C 9.44660 -3.64063 -2.79859
Cl 7.88611 -4.13721 -2.12754
Cl 10.18613 -2.36617 -1.82019
H 10.11625 -4.50579 -2.82090
H 9.29384 -3.26661 -3.81009
C 12.26371 -5.18165 -5.07036
Cl 11.25087 -5.86105 -3.78885
Cl 11.27998 -4.44624 -6.34013
H 12.91365 -4.42091 -4.64116
H 12.86480 -5.97797 -5.50544
C -3.10578 5.41176 -1.80444
Cl -3.62908 3.89549 -2.55486
Cl -4.19929 5.90068 -0.50327
H -2.10812 5.27419 -1.39023
H -3.08571 6.19237 -2.56282
C -7.90179 -1.37200 13.27378
Cl -8.42390 -2.87494 12.50232
Cl -8.99717 -0.90902 14.58085
H -6.90289 -1.51341 13.68298
H -7.88615 -0.57902 12.52814
C -8.62916 -3.92186 -11.06581
Cl -7.60746 -3.71927 -12.49370
Cl -9.23912 -5.57584 -10.94397
H -8.04264 -3.69490 -10.17698
H -9.47323 -3.23799 -11.13563
C -10.36067 -1.46160 4.83421
Cl -11.11484 -2.13506 6.28295
Cl -11.30840 -1.83025 3.38817
H -10.28820 -0.38067 4.94317
H -9.36545 -1.88866 4.72214
C 9.11403 -7.57783 2.75173
Cl 7.80684 -6.93128 1.75388
Cl 10.68953 -7.02658 2.17246
H 8.97511 -7.24031 3.77737
H 9.08448 -8.66531 2.71417
C 13.42279 -6.54222 -9.43410
Cl 14.31413 -6.35864 -7.91767
Cl 11.67783 -6.45399 -9.16832
H 13.71716 -5.74565 -10.11506
H 13.66521 -7.50930 -9.87088
C -3.54286 -4.21144 -12.97338
Cl -2.51959 -4.00348 -14.40007
Cl -4.15018 -5.86697 -12.85615
H -2.95847 -3.98560 -12.08338
H -4.38822 -3.52932 -13.04223

Here are the Löwdin charges for atoms 1 to 99, given in e: atom 1 (C): -0.14, atom 2 (C): -0.25, atom 3 (C): -0.28, atom 4 (C): -0.21, atom 5 (C): -0.23, atom 6 (C): -0.21, atom 7 (C): -0.20, atom 8 (C): -0.21, atom 9 (C): -0.21, atom 10 (C): -0.20, atom 11 (C): -0.20, atom 12 (C): -0.21, atom 13 (C): -0.21, atom 14 (C): -0.21, atom 15 (C): -0.21, atom 16 (C): -0.22, atom 17 (C): -0.22, atom 18 (C): -0.26, atom 19 (C): -0.18, atom 20 (C): -0.17, atom 21 (N): -0.07, atom 22 (C): -0.49, atom 23 (Cl): 0.70, atom 24 (C): -0.20, atom 25 (O): -0.20, atom 26 (C): -0.58, atom 27 (Br): 0.75, atom 28 (C): -0.24, atom 29 (C): -0.25, atom 30 (C): 0.00, atom 31 (C): -0.10, atom 32 (C): -0.17, atom 33 (C): -0.10, atom 34 (N): 0.08, atom 35 (H): 0.07, atom 36 (H): 0.06, atom 37 (H): 0.06, atom 38 (H): 0.11, atom 39 (H): 0.10, atom 40 (H): 0.06, atom 41 (H): 0.07, atom 42 (H): 0.09, atom 43 (H): 0.11, atom 44 (H): 0.12, atom 45 (H): 0.11, atom 46 (H): 0.11, atom 47 (H): 0.10, atom 48 (H): 0.11, atom 49 (H): 0.11, atom 50 (H): 0.10, atom 51 (H): 0.10, atom 52 (H): 0.11, atom 53 (H): 0.11, atom 54 (H): 0.10, atom 55 (H): 0.10, atom 56 (H): 0.10, atom 57 (H): 0.10, atom 58 (H): 0.11, atom 59 (H): 0.11, atom 60 (H): 0.12, atom 61 (H): 0.08, atom 62 (H): 0.12, atom 63 (H): 0.11, atom 64 (H): 0.12, atom 65 (H): 0.11, atom 66 (H): 0.09, atom 67 (H): 0.13, atom 68 (H): 0.08, atom 69 (H): 0.11, atom 70 (H): 0.11, atom 71 (H): 0.05, atom 72 (H): 0.12, atom 73 (H): 0.11, atom 74 (H): 0.14, atom 75 (H): 0.07, atom 76 (H): 0.14, atom 77 (H): 0.14, atom 78 (H): 0.08, atom 79 (H): 0.15, atom 80 (H): 0.14, atom 81 (H): 0.15, atom 82 (H): 0.12, atom 83 (H): 0.09, atom 84 (H): 0.06, atom 85 (H): 0.12, atom 86 (C): -0.96, atom 87 (Cl): 0.56, atom 88 (Cl): 0.67, atom 89 (H): 0.02, atom 90 (H): 0.02, atom 91 (C): -1.00, atom 92 (Cl): 0.51, atom 93 (Cl): 0.55, atom 94 (H): -0.04, atom 95 (H): 0.04, atom 96 (C): -1.00, atom 97 (Cl): 0.54, atom 98 (Cl): 0.53, atom 99 (H): 0.04


# 3
The following is a DFT calculation (the ωB97M-V functional and the def2-TZVPD basis) of C2H5N3O2S2 in the gas phase at a distorted geometry.

Results
energy relative to the best compared isomer or geometry (same formula, charge and spin)	3.798	eV
gap between HOMO and LUMO (alpha / beta)	7.40 / 7.51	eV
DFT total energy	-32386.6535	eV
charge	0
HOMO level (alpha / beta)	-0.2706 / -0.2738	hartree
lowest unoccupied orbital energy (alpha / beta)	0.001 / 0.002	Eh

CARTESIAN COORDINATES (ANGSTROEM)
C 1.91230 0.06755 1.00809
C 0.82748 -0.86863 -1.13214
N 0.64490 0.57218 0.66716
N 0.09706 -0.15039 -0.29016
N -2.07340 1.27204 -0.50744
O -2.02809 -1.29476 -0.88949
O -1.68129 -0.47381 1.40124
S 2.38916 -1.08187 -0.53388
S -1.60400 -0.28128 -0.00329
H 2.62121 0.77284 1.14792
H 1.79672 -0.51897 1.94267
H 0.34767 -1.36141 -1.87808
H -1.92229 1.81559 0.29877
H -1.32741 1.53091 -1.23136

Quick look at the natural (NBO) charges, all values in e: atom 1 (C): -0.24, atom 2 (C): -0.19, atom 3 (N): -0.46, atom 4 (N): -0.38, atom 5 (N): -1.00, atom 6 (O): -0.90, atom 7 (O): -0.87, atom 8 (S): 0.21, atom 9 (S): 2.41, atom 10 (H): 0.19, atom 11 (H): 0.18, atom 12 (H): 0.24, atom 13 (H): 0.40, atom 14 (H): 0.41


# 4
The following is a DFT calculation (the ωB97M-V functional and the def2-TZVPD basis) of a molecular structure, C11H15IN3 at a distorted geometry.

Results
energy relative to the best compared isomer or geometry (same formula, charge and spin)	4.029	eV
gap between HOMO and LUMO	8.39	eV
DFT total energy	-24211.8452	eV
charge	+1
HOMO level	-0.4456	hartree
lowest unoccupied orbital energy	-0.137	Eh

CARTESIAN COORDINATES (ANGSTROEM)
C 1.97109 -1.98311 -0.33882
C 0.59370 -2.15361 -0.39292
C 1.79280 0.32810 -0.28882
C 0.42839 0.30710 -0.28415
C 2.60502 -0.78672 -0.24231
C -0.17679 -1.00505 -0.40906
C -1.58094 1.63363 0.44265
C -0.35686 1.58421 -0.34396
C -2.31486 -0.14100 -0.02290
C 4.04969 -0.57787 -0.24604
C -0.73275 1.90458 -1.75163
N -2.21807 2.39305 1.07906
N -1.53729 -1.10644 -0.43096
N -2.30103 -0.61241 2.29564
I -4.38850 -0.35554 -0.37016
H 2.59397 -2.86742 -0.48349
H 0.12763 -3.11895 -0.31234
H 2.23452 1.30991 0.08914
H 0.26989 2.40842 -0.02247
H 4.48297 -1.65858 -0.13887
H 4.55102 -0.24413 -1.19349
H 4.37241 0.07210 0.55401
H -1.25129 2.93526 -1.89177
H -1.27257 1.09643 -2.19926
H 0.35249 2.05482 -2.20434
H -3.04825 2.57399 1.53417
H -1.82367 -2.10605 -0.70104
H -3.06281 0.11573 2.55807
H -1.58415 -0.47990 3.03576
H -2.77572 -1.52054 2.68030

Quick look at the natural (NBO) charges, all values in e: atom 1 (C): -0.18, atom 2 (C): -0.20, atom 3 (C): -0.11, atom 4 (C): -0.04, atom 5 (C): -0.03, atom 6 (C): 0.11, atom 7 (C): 0.55, atom 8 (C): -0.38, atom 9 (C): 0.11, atom 10 (C): -0.64, atom 11 (C): -0.59, atom 12 (N): -0.59, atom 13 (N): -0.61, atom 14 (N): -1.04, atom 15 (I): 0.28, atom 16 (H): 0.23, atom 17 (H): 0.23, atom 18 (H): 0.21, atom 19 (H): 0.26, atom 20 (H): 0.22, atom 21 (H): 0.25, atom 22 (H): 0.24, atom 23 (H): 0.25, atom 24 (H): 0.22, atom 25 (H): 0.24, atom 26 (H): 0.43, atom 27 (H): 0.42, atom 28 (H): 0.38, atom 29 (H): 0.39, atom 30 (H): 0.39


> Look up the charge of the fourth one.

+1


> Among the records above, which one has the highest DFT total energy?

C4H8O3


Please write out number 3 again, unchanged.
The following is a DFT calculation (the ωB97M-V functional and the def2-TZVPD basis) of C2H5N3O2S2 in the gas phase at a distorted geometry.

Results
energy relative to the best compared isomer or geometry (same formula, charge and spin)	3.798	eV
gap between HOMO and LUMO (alpha / beta)	7.40 / 7.51	eV
DFT total energy	-32386.6535	eV
charge	0
HOMO level (alpha / beta)	-0.2706 / -0.2738	hartree
lowest unoccupied orbital energy (alpha / beta)	0.001 / 0.002	Eh

CARTESIAN COORDINATES (ANGSTROEM)
C 1.91230 0.06755 1.00809
C 0.82748 -0.86863 -1.13214
N 0.64490 0.57218 0.66716
N 0.09706 -0.15039 -0.29016
N -2.07340 1.27204 -0.50744
O -2.02809 -1.29476 -0.88949
O -1.68129 -0.47381 1.40124
S 2.38916 -1.08187 -0.53388
S -1.60400 -0.28128 -0.00329
H 2.62121 0.77284 1.14792
H 1.79672 -0.51897 1.94267
H 0.34767 -1.36141 -1.87808
H -1.92229 1.81559 0.29877
H -1.32741 1.53091 -1.23136

Quick look at the natural (NBO) charges, all values in e: atom 1 (C): -0.24, atom 2 (C): -0.19, atom 3 (N): -0.46, atom 4 (N): -0.38, atom 5 (N): -1.00, atom 6 (O): -0.90, atom 7 (O): -0.87, atom 8 (S): 0.21, atom 9 (S): 2.41, atom 10 (H): 0.19, atom 11 (H): 0.18, atom 12 (H): 0.24, atom 13 (H): 0.40, atom 14 (H): 0.41


> Among the records above, which one has the highest DFT total energy?

C4H8O3